Entry 1:
Here is a cluster of 2 separate species, C3H4BrCl in total at a distorted geometry from OMol25. Energies are from ωB97M-V with the def2-TZVPD basis set.

```
! wB97M-V def2-TZVPD RIJCOSX def2/J DEFGRID3
* xyz 0 1
C -0.72 0.85 1.14
C 0.51 0.82 0.66
C 0.24 -1.27 -1.42
Cl 1.72 1.75 0.31
Br -1.21 2.11 2.67
H -1.45 0.01 1.21
H -0.82 -1.21 -1.64
H 0.64 -2.13 -0.86
H 1.09 -0.93 -2.09
*
```

- Frontier orbital gap (alpha / beta): 8.706 / 8.081 eV
- Energy above the lowest of the compared OMol25 structures with the same formula, charge and spin: 4.866 eV
- Strongest force on any atom: 0.0841 hartree/bohr
- HOMO (alpha / beta): -8.8 / -9.3 eV


Entry 2:
Here is a structure of composition C3H4BrCl2NO2 at a distorted geometry from OMol25. Energies are from ωB97M-V with the def2-TZVPD basis set.

```
! wB97M-V def2-TZVPD RIJCOSX def2/J DEFGRID3
* xyz 0 1
C -0.22 -0.23 0.45
C 0.91 0.47 -0.32
C 2.52 -0.49 0.34
N 1.27 1.89 0.17
O 1.86 2.61 -0.61
O 0.97 2.16 1.31
Cl 2.16 -2.17 -0.15
Cl 2.51 -0.26 2.07
Br 4.13 0.16 -0.60
H 0.03 -1.28 0.50
H -1.27 -0.06 0.10
H -0.05 0.33 1.46
H 1.12 0.31 -1.35
*
```

- Frontier orbital gap: 9.980 eV
- Energy above the lowest of the compared OMol25 structures with the same formula, charge and spin: 0.437 eV
- Strongest force on any atom: 0.0787 hartree/bohr
- HOMO: -10.4 eV


Entry 3:
Here is a cluster of 2 separate species, C3H4BrF in total at a distorted geometry from OMol25. Energies are from ωB97M-V with the def2-TZVPD basis set.

```
! wB97M-V def2-TZVPD RIJCOSX def2/J DEFGRID3
* xyz 0 1
C -1.23 0.09 0.97
C -0.68 -0.61 -0.01
C 1.06 0.31 -0.95
F -0.92 -1.85 -0.33
Br 2.63 0.35 0.13
H -2.04 -0.22 1.56
H -0.77 0.94 1.31
H 1.26 -0.37 -1.79
H 0.68 1.35 -0.89
*
```

- Frontier orbital gap: 9.940 eV
- Energy above the lowest of the compared OMol25 structures with the same formula, charge and spin: 3.007 eV
- Strongest force on any atom: 0.0811 hartree/bohr
- HOMO: -9.5 eV


Entry 4:
Here is a cluster of 2 separate species, C3H4BrF3 in total at a distorted geometry from OMol25. Energies are from ωB97M-V with the def2-TZVPD basis set.

```
! wB97M-V def2-TZVPD RIJCOSX def2/J DEFGRID3
* xyz 0 1
C -0.91 -1.02 0.52
C -0.35 0.22 1.01
C 1.13 0.95 -1.14
F 0.69 0.17 1.82
F 2.28 1.62 -1.04
F 0.36 1.71 -1.93
Br 1.31 -0.80 -1.92
H -1.50 -1.44 1.42
H -0.14 -1.63 0.12
H -1.78 -0.86 -0.25
H -1.10 1.08 1.38
*
```

- Frontier orbital gap (alpha / beta): 9.333 / 7.648 eV
- Energy above the lowest of the compared OMol25 structures with the same formula, charge and spin: 3.279 eV
- Strongest force on any atom: 0.0768 hartree/bohr
- HOMO (alpha / beta): -9.1 / -8.4 eV


Entry 5:
Here is the molecule C3H4BrFN4O4 at a distorted geometry from OMol25. Energies are from ωB97M-V with the def2-TZVPD basis set.

```
! wB97M-V def2-TZVPD RIJCOSX def2/J DEFGRID3
* xyz 0 1
C 1.20 -0.28 -0.03
C -0.23 0.17 0.45
C 0.05 0.57 -1.82
N -0.67 0.91 -0.72
N 1.25 -0.02 -1.37
N 1.82 -1.09 0.77
N -0.13 1.09 1.73
O 2.97 -1.58 0.54
O -0.69 0.58 2.66
O 0.40 2.17 1.71
O 1.13 -1.22 1.92
F 2.37 0.88 -1.85
Br -1.07 -1.02 -2.85
H -0.94 -0.71 0.75
H 0.19 1.20 -2.72
H -1.65 1.26 -0.88
H 1.56 -1.98 2.38
*
```

- Frontier orbital gap (alpha / beta): 8.626 / 8.627 eV
- Energy above the lowest of the compared OMol25 structures with the same formula, charge and spin: 1.861 eV
- Strongest force on any atom: 0.0856 hartree/bohr
- HOMO (alpha / beta): -9.7 / -9.7 eV


Entry 6:
Here is a cluster of 2 separate species, C3H4BrI in total at a distorted geometry from OMol25. Energies are from ωB97M-V with the def2-TZVPD basis set.

```
! wB97M-V def2-TZVPD RIJCOSX def2/J DEFGRID3
* xyz 0 1
C 1.21 0.24 -1.18
C 0.82 0.28 0.10
C -1.57 -0.61 0.63
Br 1.64 0.77 1.67
I -2.34 1.21 1.23
H 2.34 0.36 -1.42
H 0.67 -0.05 -1.97
H -1.89 -1.08 -0.28
H -0.88 -1.13 1.21
*
```

- Frontier orbital gap (alpha / beta): 8.388 / 7.711 eV
- Energy above the lowest of the compared OMol25 structures with the same formula, charge and spin: 4.148 eV
- Strongest force on any atom: 0.1132 hartree/bohr
- HOMO (alpha / beta): -8.6 / -8.2 eV


Entry 7:
Here is the molecule C3H4BrNO at a distorted geometry from OMol25. Energies are from ωB97M-V with the def2-TZVPD basis set.

```
! wB97M-V def2-TZVPD RIJCOSX def2/J DEFGRID3
* xyz 0 1
H -0.61 1.89 -0.97
N 0.19 1.54 -0.56
C -0.01 0.37 -0.10
C -1.07 -0.61 -0.19
C 1.28 -0.16 0.68
O 1.37 -0.65 1.73
Br 2.87 0.31 -0.38
H -1.67 -0.40 0.75
H -1.73 -0.75 -1.05
H -0.62 -1.54 0.08
*
```

- Frontier orbital gap: 10.243 eV
- SMILES string: [H]/N=C(\C)C(=O)Br
- Energy above the lowest of the compared OMol25 structures with the same formula, charge and spin: 0.728 eV
- Strongest force on any atom: 0.0614 hartree/bohr
- HOMO: -10.0 eV


Entry 8:
Here is the molecule C3H4BrNO at a distorted geometry from OMol25. Energies are from ωB97M-V with the def2-TZVPD basis set.

```
! wB97M-V def2-TZVPD RIJCOSX def2/J DEFGRID3
* xyz 0 1
Br -1.70 -0.28 2.88
C -1.36 -0.64 0.88
N -0.20 -1.44 0.73
C 0.72 -0.68 0.39
C 0.21 0.73 0.03
O -1.20 0.47 0.11
H -2.44 -1.10 0.43
H 1.69 -0.95 0.23
H 0.49 1.59 0.84
H 0.45 0.78 -1.04
*
```

- Frontier orbital gap: 10.565 eV
- SMILES string: Br[C@@H]1N=CCO1
- Energy above the lowest of the compared OMol25 structures with the same formula, charge and spin: 1.451 eV
- Strongest force on any atom: 0.0906 hartree/bohr
- HOMO: -10.1 eV


Entry 9:
Here is the molecule C3H4BrNO2 at a distorted geometry from OMol25. Energies are from ωB97M-V with the def2-TZVPD basis set.

```
! wB97M-V def2-TZVPD RIJCOSX def2/J DEFGRID3
* xyz 0 1
C 1.50 0.94 0.02
C 0.50 -0.18 -0.23
C -0.82 -0.10 -0.15
Br -1.61 1.57 0.23
N -1.70 -1.19 0.05
O -1.19 -2.32 -0.01
O -2.88 -0.97 0.24
H 0.96 1.72 0.40
H 2.15 0.55 0.86
H 2.17 1.22 -0.87
H 0.92 -1.24 -0.55
*
```

- Frontier orbital gap: 9.256 eV
- SMILES string: C/C=C(\Br)[N+](=O)[O-]
- Energy above the lowest of the compared OMol25 structures with the same formula, charge and spin: 3.511 eV
- Strongest force on any atom: 0.0715 hartree/bohr
- HOMO: -10.1 eV


Entry 10:
Here is a structure of composition C3H4CdFO3 at a distorted geometry from OMol25. Energies are from ωB97M-V with the def2-TZVPD basis set.

```
! wB97M-V def2-TZVPD RIJCOSX def2/J DEFGRID3
* xyz 0 2
C -1.61 -0.43 0.71
C -0.69 0.59 0.60
H -2.13 -0.68 -0.23
H -1.39 -1.25 1.40
F -0.04 0.99 1.72
H -0.76 1.44 -0.09
Cd -3.50 0.54 1.81
O 2.57 -0.02 -1.98
C 1.69 -0.14 -0.94
O 1.93 -0.95 -0.04
O 0.65 0.57 -1.11
H 3.28 -0.66 -1.85
*
```

- Frontier orbital gap (alpha / beta): 8.281 / 5.574 eV
- Energy above the lowest of the compared OMol25 structures with the same formula, charge and spin: 1.675 eV
- Strongest force on any atom: 0.0540 hartree/bohr
- HOMO (alpha / beta): -8.8 / -8.7 eV
- Expectation value of S²: 0.77


| no. | total energy (Eh) |
| --- | --- |
| 1 | -3150.715233 |
| 2 | -3816.184036 |
| 3 | -2790.453378 |
| 4 | -2990.172828 |
| 5 | -3310.249325 |
| 6 | -2988.231354 |
| 7 | -2820.686604 |
| 8 | -2820.660031 |
| 9 | -2895.817652 |
| 10 | -609.920736 |